Record 1
{"formula": "C47H36CdPSSb", "method": "ωB97M-V/def2-TZVPD", "species": ["Cd", "C", "C", "C", "C", "C", "C", "P", "C", "C", "C", "C", "C", "C", "C", "C", "C", "C", "C", "C", "C", "C", "C", "C", "H", "H", "H", "H", "H", "H", "H", "H", "H", "H", "H", "H", "H", "H", "H", "H", "C", "C", "C", "C", "C", "C", "C", "H", "H", "H", "H", "H", "S", "Sb", "C", "C", "C", "C", "C", "C", "C", "C", "C", "C", "C", "C", "C", "C", "C", "C", "C", "C", "H", "H", "H", "H", "H", "H", "H", "H", "H", "H", "H", "H", "H", "H", "H"], "positions_angstrom": [[-0.306, -0.314, -0.266], [0.238, 6.681, -1.409], [-0.260, 6.502, -0.128], [-0.233, 5.244, 0.468], [0.288, 4.150, -0.214], [0.773, 4.340, -1.510], [0.760, 5.592, -2.101], [0.322, 2.432, 0.426], [-0.382, 2.634, 2.108], [0.367, 2.727, 3.275], [-0.258, 2.849, 4.512], [-1.642, 2.891, 4.591], [-2.401, 2.796, 3.430], [-1.773, 2.655, 2.203], [2.108, 2.186, 0.735], [2.887, 3.257, 1.084], [4.269, 3.114, 1.329], [4.835, 1.881, 1.215], [4.067, 0.750, 0.841], [4.703, -0.512, 0.718], [3.979, -1.592, 0.323], [2.601, -1.453, 0.032], [1.910, -0.270, 0.139], [2.674, 0.873, 0.572], [0.213, 7.660, -1.873], [-0.672, 7.342, 0.420], [-0.619, 5.123, 1.474], [1.160, 3.501, -2.074], [1.138, 5.702, -3.109], [1.447, 2.681, 3.220], [0.341, 2.902, 5.412], [-2.129, 2.976, 5.555], [-3.482, 2.803, 3.483], [-2.369, 2.535, 1.305], [2.439, 4.241, 1.173], [4.865, 3.978, 1.597], [5.897, 1.745, 1.390], [5.766, -0.586, 0.924], [4.460, -2.558, 0.212], [2.083, -2.341, -0.320], [-1.209, -0.902, 1.718], [-1.764, -2.109, 2.193], [-2.964, -2.100, 2.958], [-3.537, -3.270, 3.417], [-2.919, -4.502, 3.199], [-1.717, -4.537, 2.485], [-1.163, -3.381, 1.976], [-3.432, -1.144, 3.164], [-4.467, -3.224, 3.974], [-3.365, -5.416, 3.571], [-1.224, -5.486, 2.305], [-0.247, -3.427, 1.399], [-1.493, -0.053, -2.383], [0.388, -0.525, -3.925], [-0.844, -1.343, -5.595], [-2.209, -1.092, -5.743], [-2.923, -1.608, -6.817], [-2.285, -2.388, -7.777], [-0.929, -2.652, -7.647], [-0.225, -2.135, -6.561], [0.180, 1.420, -4.896], [-0.500, 2.479, -4.311], [-0.611, 3.715, -4.951], [-0.050, 3.903, -6.203], [0.629, 2.847, -6.809], [0.744, 1.629, -6.159], [3.071, 0.563, -4.254], [3.475, 1.730, -3.582], [4.661, 2.416, -3.835], [5.532, 1.954, -4.819], [5.192, 0.797, -5.512], [3.999, 0.133, -5.217], [-2.719, -0.489, -4.998], [-3.984, -1.397, -6.907], [-2.843, -2.789, -8.616], [-0.417, -3.260, -8.385], [0.835, -2.361, -6.473], [-0.969, 2.328, -3.344], [-1.142, 4.523, -4.461], [-0.137, 4.860, -6.706], [1.081, 2.980, -7.786], [1.311, 0.838, -6.637], [2.837, 2.138, -2.796], [4.906, 3.310, -3.267], [6.457, 2.481, -5.034], [5.859, 0.412, -6.281], [3.794, -0.777, -5.791]], "forces_ev_per_angstrom": [[0.253, 0.155, 0.301], [0.016, -0.030, -0.016], [0.009, -0.074, 0.026], [-0.007, 0.092, 0.065], [-0.002, -0.029, -0.058], [0.008, -0.005, -0.047], [-0.058, 0.021, 0.072], [-0.080, -0.124, 0.133], [0.058, 0.106, -0.023], [0.013, -0.040, 0.068], [-0.003, -0.016, -0.092], [-0.010, 0.007, -0.020], [0.055, -0.011, 0.008], [-0.069, -0.015, 0.022], [-0.078, -0.150, -0.175], [0.192, 0.167, 0.088], [-0.186, 0.045, -0.021], [0.025, -0.105, -0.011], [0.193, -0.023, 0.034], [-0.050, 0.146, 0.007], [-0.127, -0.064, -0.046], [0.083, -0.156, -0.052], [-0.018, 0.283, 0.057], [-0.052, -0.056, -0.042], [0.006, 0.005, 0.001], [0.000, 0.011, -0.008], [0.006, -0.011, -0.027], [0.015, -0.073, -0.007], [0.003, 0.017, -0.012], [0.012, 0.013, 0.003], [-0.001, 0.001, 0.009], [-0.007, 0.004, 0.001], [-0.008, 0.002, 0.005], [0.010, -0.004, -0.014], [0.008, -0.023, -0.006], [-0.003, 0.009, -0.001], [-0.005, -0.018, 0.003], [0.005, 0.008, 0.002], [-0.019, -0.004, -0.016], [0.006, -0.009, 0.023], [-0.415, -0.634, -0.222], [0.349, 0.859, -0.108], [-0.273, -0.144, 0.179], [0.110, 0.150, -0.038], [0.011, -0.067, -0.015], [-0.024, 0.150, -0.026], [0.105, -0.279, -0.028], [0.012, -0.011, -0.017], [-0.011, -0.009, 0.000], [0.006, -0.002, 0.009], [-0.004, -0.011, 0.000], [-0.010, 0.021, -0.004], [-0.104, -0.216, -0.150], [0.092, 0.161, 0.187], [0.005, 0.042, -0.074], [0.047, -0.003, 0.030], [0.027, -0.004, -0.004], [0.015, 0.006, 0.044], [-0.029, 0.064, 0.067], [-0.010, -0.022, -0.010], [-0.065, 0.083, -0.090], [-0.026, 0.038, -0.029], [0.013, -0.100, 0.031], [0.027, -0.052, -0.018], [-0.043, 0.041, 0.041], [0.032, -0.039, 0.097], [0.106, 0.012, -0.199], [-0.029, -0.003, 0.086], [0.011, -0.104, -0.085], [-0.056, -0.025, 0.035], [-0.052, 0.022, 0.080], [0.047, -0.022, -0.039], [0.014, -0.001, -0.003], [-0.007, -0.013, -0.015], [-0.005, 0.003, -0.008], [-0.004, -0.009, -0.015], [0.007, 0.009, 0.013], [-0.006, 0.018, 0.036], [-0.001, 0.022, 0.003], [0.011, 0.001, -0.010], [0.001, 0.005, -0.007], [-0.007, -0.031, 0.025], [-0.060, 0.024, 0.029], [0.009, 0.010, 0.009], [0.003, 0.003, -0.008], [0.007, -0.004, -0.009], [-0.015, 0.006, -0.004]], "charge": -2, "largest_force_ha_per_bohr": 0.0182, "energy_ha": -2959.9687}


Record 2
{"formula": "C47H36F12GeN4O2STc", "method": "ωB97M-V/def2-TZVPD", "species": ["Tc", "C", "C", "C", "C", "C", "N", "C", "C", "C", "C", "C", "C", "C", "C", "O", "C", "F", "F", "F", "C", "F", "F", "F", "C", "C", "C", "O", "C", "F", "F", "F", "C", "F", "F", "F", "H", "H", "H", "H", "H", "H", "H", "H", "H", "H", "H", "H", "C", "N", "C", "C", "N", "C", "S", "C", "C", "C", "C", "C", "N", "H", "H", "H", "H", "H", "H", "H", "H", "H", "C", "C", "C", "C", "C", "C", "Ge", "C", "C", "C", "C", "C", "C", "C", "C", "C", "C", "C", "C", "H", "H", "H", "H", "H", "H", "H", "H", "H", "H", "H", "H", "H", "H", "H"], "positions_angstrom": [[-1.607, 0.363, 0.237], [2.985, 1.599, -3.719], [1.498, 1.360, -3.422], [1.226, -0.116, -3.554], [0.328, -0.940, -3.007], [-0.733, -0.579, -2.086], [-1.262, -1.284, -1.122], [-1.370, -2.682, -0.976], [-1.155, -3.508, -2.079], [-1.212, -4.881, -1.973], [-1.512, -5.489, -0.763], [-1.575, -6.986, -0.617], [-1.834, -4.660, 0.303], [-1.803, -3.272, 0.215], [-2.361, -2.443, 1.370], [-2.566, -1.112, 1.081], [-3.803, -2.958, 1.737], [-4.477, -2.036, 2.425], [-4.497, -3.235, 0.632], [-3.748, -4.073, 2.492], [-1.465, -2.569, 2.646], [-2.087, -2.104, 3.735], [-0.349, -1.834, 2.474], [-1.071, -3.820, 2.902], [-1.328, 0.734, -1.891], [-0.570, 2.006, -2.146], [-2.910, 0.860, -2.075], [-3.294, 1.305, -0.841], [-3.672, -0.508, -2.418], [-4.920, -0.306, -2.843], [-3.024, -1.190, -3.398], [-3.787, -1.296, -1.350], [-3.272, 1.809, -3.307], [-2.998, 3.112, -3.081], [-2.542, 1.413, -4.378], [-4.544, 1.803, -3.670], [3.623, 1.163, -2.948], [3.216, 2.660, -3.782], [3.247, 1.142, -4.676], [1.951, -0.616, -4.193], [0.483, -1.990, -3.191], [-0.995, -3.073, -3.053], [-1.035, -5.486, -2.856], [-1.141, -7.488, -1.482], [-2.612, -7.319, -0.521], [-1.044, -7.315, 0.278], [-2.149, -5.125, 1.226], [-0.818, 2.388, -3.132], [-1.584, 1.434, 5.459], [-1.069, 2.341, 4.434], [-0.235, 3.429, 4.644], [0.067, 3.945, 3.453], [-0.587, 3.151, 2.488], [-1.276, 2.171, 3.126], [-2.246, 0.953, 2.493], [-0.583, 3.409, 1.107], [-0.190, 4.793, 0.800], [0.136, 5.161, -0.430], [-0.079, 4.231, -1.560], [-0.983, 3.071, -1.157], [-0.870, 2.523, 0.224], [-1.420, 1.884, 6.432], [-1.067, 0.476, 5.399], [-2.649, 1.269, 5.311], [0.079, 3.737, 5.628], [0.738, 4.747, 3.210], [-0.142, 5.501, 1.611], [0.504, 6.164, -0.618], [-0.630, 4.786, -2.322], [-2.023, 3.339, -1.244], [3.339, -3.853, -1.137], [2.230, -4.012, -0.318], [1.502, -2.902, 0.097], [1.858, -1.615, -0.310], [2.990, -1.473, -1.115], [3.724, -2.576, -1.527], [1.006, 0.052, 0.319], [1.887, 0.312, 2.072], [2.282, -0.817, 2.796], [2.889, -0.695, 4.039], [3.128, 0.560, 4.581], [2.774, 1.693, 3.862], [2.156, 1.565, 2.623], [1.655, 1.513, -0.859], [2.751, 2.143, -0.406], [3.253, 3.415, -0.942], [2.498, 4.121, -1.773], [1.182, 3.590, -2.256], [0.976, 2.047, -2.126], [3.908, -4.717, -1.459], [1.929, -5.002, 0.006], [0.656, -3.061, 0.748], [3.302, -0.481, -1.424], [4.598, -2.440, -2.154], [2.123, -1.805, 2.384], [3.190, -1.586, 4.578], [3.612, 0.655, 5.546], [3.001, 2.678, 4.256], [1.953, 2.457, 2.044], [3.282, 1.736, 0.449], [4.209, 3.790, -0.593], [2.802, 5.104, -2.125], [1.107, 3.828, -3.321], [0.943, 1.835, -4.246]], "forces_ev_per_angstrom": [[-0.221, -0.761, -0.703], [-0.046, -0.047, 0.024], [0.008, -0.035, -0.053], [0.120, 0.111, 0.011], [-0.161, -0.160, -0.091], [0.274, 0.046, 0.087], [-0.296, 0.215, 0.134], [0.012, -0.083, -0.011], [-0.015, 0.111, -0.094], [0.030, -0.053, -0.118], [-0.018, -0.091, 0.054], [-0.025, 0.064, 0.018], [0.024, -0.058, 0.030], [-0.086, 0.138, 0.126], [-0.051, -0.045, -0.014], [0.137, 0.115, -0.088], [0.061, 0.051, -0.028], [0.056, -0.156, -0.023], [0.041, 0.011, 0.106], [-0.077, 0.097, -0.093], [-0.147, 0.119, -0.106], [0.107, -0.007, -0.061], [-0.104, -0.017, 0.059], [-0.001, 0.082, 0.022], [-0.180, 0.270, -0.012], [0.017, -0.129, 0.223], [0.070, -0.116, -0.003], [0.228, -0.343, 0.092], [0.048, 0.152, -0.042], [0.187, -0.257, 0.160], [-0.104, 0.039, 0.185], [-0.023, 0.060, -0.200], [-0.034, 0.064, 0.111], [0.275, -0.158, 0.036], [-0.038, 0.121, 0.209], [-0.003, 0.138, -0.027], [-0.017, 0.021, -0.021], [0.001, -0.011, -0.022], [-0.013, 0.016, 0.064], [-0.029, 0.020, 0.066], [0.039, 0.032, 0.010], [-0.028, -0.052, 0.038], [-0.008, 0.028, 0.055], [-0.007, 0.031, 0.037], [0.044, 0.018, -0.008], [-0.011, 0.012, -0.046], [-0.010, 0.020, 0.002], [-0.144, 0.029, -0.217], [0.008, 0.006, -0.016], [-0.002, -0.092, 0.404], [-0.133, -0.138, 0.234], [0.016, -0.080, -0.223], [0.176, 0.206, -0.148], [0.135, 0.100, -0.067], [-0.053, 0.057, 0.024], [0.060, 0.151, 0.064], [-0.036, 0.026, 0.144], [0.067, 0.104, -0.163], [0.137, -0.048, 0.048], [0.143, -0.039, -0.197], [-0.013, -0.030, 0.068], [0.027, 0.032, 0.014], [0.018, 0.038, -0.038], [0.010, 0.056, -0.010], [-0.041, -0.090, -0.040], [-0.045, -0.060, -0.032], [-0.019, -0.024, -0.012], [-0.019, -0.081, 0.021], [-0.031, 0.026, -0.015], [-0.254, 0.035, -0.014], [0.005, 0.015, -0.008], [-0.010, 0.030, 0.008], [0.106, -0.019, -0.053], [-0.112, -0.056, 0.089], [-0.017, -0.021, 0.004], [-0.010, -0.002, -0.010], [0.335, 0.067, 0.018], [-0.173, 0.022, 0.053], [-0.020, 0.089, 0.047], [0.000, -0.009, -0.041], [0.001, -0.012, 0.006], [-0.013, 0.011, -0.009], [0.055, -0.047, 0.058], [-0.030, -0.009, 0.025], [0.079, 0.054, -0.114], [0.028, -0.101, 0.115], [-0.135, 0.066, -0.086], [-0.007, 0.049, 0.088], [0.045, -0.019, -0.086], [-0.036, 0.050, 0.016], [0.010, 0.046, -0.011], [0.068, -0.001, -0.014], [0.014, -0.044, -0.014], [-0.031, -0.005, 0.034], [0.027, 0.028, 0.034], [-0.021, 0.041, -0.020], [-0.015, -0.002, -0.050], [-0.019, -0.029, -0.015], [-0.109, 0.058, 0.083], [0.019, 0.063, -0.125], [-0.051, -0.032, -0.025], [0.029, -0.094, 0.026], [-0.034, 0.001, 0.009], [-0.014, 0.004, 0.044]], "charge": 1, "largest_force_ha_per_bohr": 0.0206, "energy_ha": -5936.2074, "multiplicity": 3, "s2": 2.04}